(1)
The molecule C5H7NO. Source: the Open Molecules 2025 dataset; level of theory: wB97M-V/def2-TZVPD.

Each line ends with the Löwdin charge.
Element x y z (Å)
C: -1.8649 0.0258 -0.3076  -0.096
C: -0.6257 -0.5467 0.3903  -0.159
C: 0.7097 -0.0272 -0.1447  -0.437
C: 0.6730 1.2201 -0.9123  -0.136
N: 0.6501 2.2143 -1.5032  0.178
C: 1.9811 -0.3204 0.5361  -0.075
O: 1.6286 -0.9776 -0.6677  0.005
H: -1.7679 1.1060 -0.4633  0.066
H: -2.7548 -0.1405 0.3078  0.075
H: -2.0390 -0.4341 -1.2870  0.084
H: -0.6740 -0.3281 1.4640  0.118
H: -0.5901 -1.6379 0.2888  0.126
H: 2.8053 0.3886 0.4620  0.125
H: 1.9565 -0.9330 1.4375  0.125

Forces on the atoms, in the same order (eV/Å):
-0.0352 0.0005 -0.0370
0.0105 0.0333 0.0219
-0.1537 0.1323 0.0604
0.0189 0.8356 -0.4967
0.0019 -0.9667 0.5826
0.1331 0.0864 0.2301
-0.0083 -0.1384 -0.1740
-0.0584 -0.1827 0.0773
0.1479 -0.0338 -0.1303
0.1019 0.0801 0.1722
0.0233 0.0323 -0.1832
0.0054 0.1864 0.0490
-0.1388 -0.1272 -0.0080
-0.0485 0.0617 -0.1643

Orbital gap = 12.0 eV
ΔE to the lowest compared entry with this formula, charge and spin = 1.831 eV
SMILES = CC[C@@]1(C#N)CO1
Net charge = 0
Highest occupied orbital energy = -11.1 eV



(2)
A cluster of 4 separate species, C7H23NO4 in total. Source: the Open Molecules 2025 dataset; level of theory: wB97M-V/def2-TZVPD.

Each line ends with the Löwdin charge.
Element x y z (Å)
C: -2.6477 -0.0550 -3.3896  -0.086
C: -3.2881 0.9572 -4.4478  -0.508
C: -3.9083 2.1750 -3.7113  -0.096
O: -2.2651 1.2365 -5.3259  -0.052
H: -1.9574 0.5369 -2.7886  0.057
H: -2.2537 -1.0119 -3.7319  0.061
H: -3.3558 -0.4163 -2.6438  0.049
H: -4.1257 0.4379 -4.9134  0.115
H: -3.2031 2.6804 -3.0515  0.058
H: -4.8699 2.0367 -3.2170  0.057
H: -4.0934 2.7920 -4.5906  0.061
H: -1.8943 0.4765 -5.7802  0.089
O: -2.4657 1.6290 0.9080  -0.353
H: -2.7062 1.5064 1.8264  -0.057
H: -3.2712 1.9290 0.4870  -0.082
O: -0.4454 -0.4958 -0.6810  -0.116
H: -1.2174 0.0515 -0.5370  -0.025
H: 0.0693 -0.4004 0.1204  -0.012
C: 2.4340 -0.5998 4.3817  -0.091
C: 3.4042 -0.7223 3.1825  -0.403
C: 2.7057 -0.3469 1.7756  -0.170
O: 1.4720 -1.0363 1.5456  -0.251
C: 1.7364 -2.3278 1.1696  -0.169
N: 4.5700 0.1450 3.4858  0.007
H: 2.7194 -1.2077 5.2403  0.066
H: 1.3925 -0.7877 4.1209  0.063
H: 2.3367 0.4618 4.6090  0.072
H: 3.8127 -1.7300 3.2596  0.106
H: 3.3437 -0.2854 0.8940  0.114
H: 2.3600 0.6866 1.7997  0.121
H: 2.0809 -2.2109 0.1421  0.091
H: 0.8185 -2.9146 1.1355  0.092
H: 2.4364 -2.8486 1.8229  0.080
H: 5.0869 -0.3439 4.2027  0.059
H: 5.1894 0.0030 2.7007  0.054

Forces on the atoms, in the same order (eV/Å):
-1.3920 0.8535 0.4895
-0.3272 -3.3488 3.4925
1.0984 0.1096 -1.8789
0.6435 2.1755 -1.3814
0.5147 -0.3354 -0.2989
0.5389 0.3837 -0.6849
-0.5695 0.3131 0.0566
-0.1154 -0.0270 -0.4844
-0.0338 -0.0959 0.0043
0.2693 -0.5898 0.0100
-0.2259 0.8522 0.2297
-0.3926 -0.2730 0.4306
1.1024 -0.3104 -0.5602
-0.2416 -0.0987 0.7712
-0.7777 0.2963 -0.3333
0.2461 -0.3840 -0.5453
-0.4303 0.3691 0.2935
0.1407 0.0740 0.4395
-0.7265 0.8237 -1.1027
-0.7162 0.0468 0.2456
-0.8110 1.0146 1.6766
0.8977 1.2618 1.3294
-0.3911 -1.1388 -1.2386
-0.1308 -0.0359 -0.8784
0.1080 0.2017 -0.0249
0.0773 -0.7789 -0.2212
0.5493 0.0919 0.5089
-0.4821 -0.4845 -0.9077
0.4546 -1.0016 -0.0701
0.1708 0.2526 0.7183
0.5310 -0.9550 -0.2494
-0.1464 0.1792 0.0956
0.2404 0.0361 -0.0581
-0.0290 0.1169 0.5916
0.3561 0.4055 -0.4650

Orbital gap (alpha / beta) = 1.8 / 9.8 eV
ΔE to the lowest compared entry with this formula, charge and spin = 1.959 eV
2S+1 = 2
Net charge = -1
Highest occupied orbital energy (alpha / beta) = 0.9 / -7.2 eV



(3)
The ion C3H5N2 with charge +1. Source: the Open Molecules 2025 dataset; level of theory: wB97M-V/def2-TZVPD.

Each line ends with the Löwdin charge.
Element x y z (Å)
C: -0.2980 0.1839 -1.9544  0.135
C: 1.6670 -0.2094 0.0073  0.229
C: -0.7761 0.0869 0.0846  -0.136
N: 0.5217 -0.0007 -0.5673  -0.065
N: -1.3634 0.1869 -1.2318  0.032
H: 1.5749 -0.2606 1.1379  0.155
H: 2.5255 -0.3802 -0.5643  0.106
H: -0.8966 -0.9110 0.7804  0.206
H: -0.9771 0.9549 0.6396  0.121
H: -2.3340 0.5748 -1.4962  0.218

Forces on the atoms, in the same order (eV/Å):
1.8044 0.0000 -1.2416
-3.9424 0.3648 0.8651
-0.3977 -3.2155 2.0238
1.2474 -0.1717 0.3972
-2.4937 0.7182 0.6895
0.7340 0.0099 -1.4258
1.3407 -0.0239 -0.6953
-0.4387 2.4063 -1.9585
0.1124 1.1741 1.0446
2.0337 -1.2621 0.3009

Orbital gap = 9.1 eV
ΔE to the lowest compared entry with this formula, charge and spin = 5.045 eV
Net charge = +1
Highest occupied orbital energy = -14.9 eV



Which formula does entry 3 have?
C3H5N2